[1]
# C5H5FLiO4Yb

C5H5FLiO4Yb as an isolated structure at a distorted geometry (wB97M-V/def2-TZVPD, the OMol25 dataset).

Summary:
**Charge**: +2
**Multiplicity**: 2
**Energy**: -1759.82232 Ha
**LUMO level (spin up / spin down)**: -8.30 / -8.34 eV
**Max |F|**: 6.61 eV Å⁻¹

Geometry (Å):
Yb1 0.43 1.61 -1.65
F1 1.54 2.34 0.16
O1 -3.10 -0.93 -0.37
O2 1.91 0.11 -1.04
O3 -2.97 0.86 -1.77
O4 -1.24 0.19 -0.52
C1 2.08 0.09 0.33
C2 -1.02 -0.78 0.53
C3 2.40 1.39 0.75
C4 -2.54 0.11 -0.96
C5 -2.19 -1.58 0.44
Li1 2.75 -1.14 -2.08
H1 0.59 -1.01 0.65
H2 2.03 -0.50 1.26
H3 2.77 1.72 1.72
H4 -0.84 -0.18 1.43
H5 -2.59 -2.31 1.14



[2]
# C5H5FN

C5H5FN as an isolated structure at a distorted geometry (wB97M-V/def2-TZVPD, the OMol25 dataset).

Summary:
**Energy relative to the best compared isomer or geometry (same formula, charge and spin)**: 731.4 kJ/mol
**Charge**: +1
**Energy**: -347.61728 Ha
**LUMO level (spin up / spin down)**: -6.04 / -6.04 eV
**Max |F|**: 4.52 eV Å⁻¹

Geometry (Å):
F1 -2.35 -0.38 -2.33
N1 -3.29 1.04 1.00
C1 0.57 -0.42 -1.17
C2 -2.15 0.72 1.05
C3 -1.01 0.14 0.75
C4 -1.56 0.38 -1.63
C5 -0.71 0.00 -0.56
H1 1.32 0.48 -1.01
H2 -0.25 -0.02 1.44
H3 -2.90 1.58 1.79
H4 0.94 -1.24 -0.46
H5 0.52 -0.70 -2.19



[3]
# C5H5FOS

One molecule with the formula C5H5FOS at a distorted geometry (wB97M-V/def2-TZVPD, the OMol25 dataset).

Summary:
**Energy relative to the best compared isomer or geometry (same formula, charge and spin)**: 324.8 kJ/mol
**Energy**: -766.68570 Ha
**LUMO level**: 0.58 eV
**Max |F|**: 6.72 eV Å⁻¹
**Structure (SMILES)**: C=C1SC=C(F)[C@H]1O

Geometry (Å):
S1 1.11 1.72 -0.29
F1 -2.48 0.92 0.80
O1 -1.17 -1.68 0.16
C1 0.98 -0.10 -0.11
C2 -0.61 1.84 -0.22
C3 1.69 -1.04 -0.55
C4 -0.41 -0.45 0.52
C5 -1.30 0.74 0.21
H1 -0.74 -1.70 -0.90
H2 -0.83 2.97 -0.30
H3 1.48 -1.89 0.10
H4 -0.33 -0.54 1.66
H5 2.59 -0.79 -1.09